1.
Below is a molecular structure, C4H6N2O at a distorted geometry, with properties calculated with the ωB97M-V functional and the def2-TZVPD basis.

Values from the calculation:
- HOMO level (spin up / spin down) (eV) = -8.829 / -8.828
- relative energy (zero: lowest compared OMol25 entry of this formula, charge and spin) (eV) = 4.756

Last column: Löwdin charge in e.
Cartesian coordinates (Å):
C1 2.1670 0.0530 -0.3197  -0.05
C2 0.9741 -0.6563 -0.8371  -0.37
N1 0.3309 -1.5814 -1.2162  0.20
C3 -0.6747 0.3510 -0.7723  0.11
C4 -1.3059 0.2647 0.5676  -0.55
O1 -2.6491 0.4556 0.7802  0.05
N2 -0.5306 0.0286 1.5483  0.14
H1 3.1002 -0.5238 -0.2929  0.09
H2 1.8879 0.3397 0.6964  0.07
H3 2.3028 0.9373 -0.9403  0.08
H4 -1.3564 0.0425 -1.5684  0.04
H5 -3.1821 0.5010 -0.0254  0.11
H6 -1.0641 -0.2118 2.3798  0.06

Atomic forces in eV per Å
C -0.189 0.121 -0.015
C -1.097 0.223 -0.006
N -0.194 1.095 0.574
C 0.436 -0.966 -0.020
C 0.761 -0.551 0.076
O 0.230 0.023 -0.330
N -0.176 -0.251 -0.048
H -0.528 -0.195 -0.213
H 0.099 0.160 -0.100
H 0.031 0.080 0.158
H 0.331 0.072 -0.198
H 0.367 -0.075 -0.045
H -0.070 0.263 0.167

2.
Below is a single C4H6N2O molecule at a distorted geometry, with properties calculated with the ωB97M-V functional and the def2-TZVPD basis.

Values from the calculation:
- HOMO level (eV) = -9.564
- relative energy (zero: lowest compared OMol25 entry of this formula, charge and spin) (eV) = 3.065
- SMILES string = [H]/N=C(O)\C(C=C)=N\[H]

Last column: Löwdin charge in e.
Cartesian coordinates (Å):
C1 -0.8822 0.3169 0.6498  -0.52
C2 -0.4567 -0.9275 -0.0333  -0.28
C3 1.0845 -0.4486 -0.1223  -0.10
C4 1.5894 0.6371 -0.6696  0.02
O1 -0.7138 0.2745 1.9893  0.07
N1 -1.6039 1.2388 0.1420  0.16
N2 -1.0466 -1.8280 -0.6444  0.18
H1 -1.1234 1.0786 2.3430  0.12
H2 -1.7360 1.1843 -0.8620  0.06
H3 -0.4841 -2.4999 -1.1651  0.07
H4 1.7105 -1.3303 0.0042  0.09
H5 1.0321 1.5684 -0.7247  0.06
H6 2.6302 0.7357 -0.9069  0.06

Atomic forces in eV per Å
C -4.947 -0.648 0.379
C 4.208 3.934 -0.045
C -0.477 -3.818 -1.232
C -0.523 1.105 0.733
O 0.577 0.021 -0.180
N 1.273 0.321 0.305
N -1.074 -0.666 0.243
H 0.055 0.028 -0.083
H -0.014 -0.399 0.062
H 0.354 0.345 0.161
H 0.411 0.161 0.004
H -0.266 -0.185 -0.443
H 0.424 -0.198 0.096

3.
Below is a single C4H6N2O molecule, with properties calculated with the ωB97M-V functional and the def2-TZVPD basis.

Values from the calculation:
- HOMO level (spin up / spin down) (eV) = -6.928 / -6.928
- relative energy (zero: lowest compared OMol25 entry of this formula, charge and spin) (eV) = 2.184

Last column: Löwdin charge in e.
Cartesian coordinates (Å):
N1 2.0490 0.7452 -0.2588  0.08
C1 0.7359 0.2827 -0.0516  -0.31
C2 0.2532 -1.0517 -0.1518  -0.41
O1 0.8964 -2.0810 -0.3458  0.01
C3 -1.2560 -0.9273 0.1048  -0.08
C4 -1.5288 0.5284 0.0048  -0.10
N2 -0.3474 1.1192 -0.0539  0.09
H1 2.5827 -0.0570 -0.5825  0.08
H2 2.4893 1.0428 0.6042  0.08
H3 -1.2902 -1.2130 1.1708  0.15
H4 -1.9060 -1.5987 -0.4552  0.13
H5 -2.4498 1.0840 0.0843  0.11
H6 -0.2286 2.1264 -0.0692  0.17

Atomic forces in eV per Å
N 0.033 -0.005 -0.026
C -0.106 -0.154 0.060
C 0.130 0.098 0.025
O -0.118 0.105 0.073
C 0.025 -0.050 -0.028
C 0.172 0.061 0.100
N -0.140 -0.058 0.001
H 0.038 0.122 -0.167
H 0.003 -0.026 0.061
H -0.234 0.022 -0.058
H 0.094 0.073 0.022
H 0.130 -0.053 0.004
H -0.028 -0.134 -0.068

4.
Below is a single C4H6N2O molecule at a distorted geometry, with properties calculated with the ωB97M-V functional and the def2-TZVPD basis.

Values from the calculation:
- HOMO level (eV) = -8.048
- relative energy (zero: lowest compared OMol25 entry of this formula, charge and spin) (eV) = 2.632
- SMILES string = Cc1[nH]ncc1O

Last column: Löwdin charge in e.
Cartesian coordinates (Å):
C1 -1.0489 -0.6918 -1.3557  -0.17
C2 -1.0589 -0.1615 -0.1015  -0.27
C3 0.4657 -0.0262 0.1664  -0.22
C4 1.1965 0.7101 1.2642  -0.05
N1 0.1491 -0.8087 -1.9053  -0.01
N2 1.0454 -0.3683 -1.0014  -0.02
O1 -2.0371 -0.1280 0.8417  0.01
H1 -1.9538 -0.7519 -2.0355  0.13
H2 1.1152 0.1253 2.2558  0.10
H3 2.3342 0.6585 1.0278  0.10
H4 0.5737 1.6261 1.3199  0.09
H5 2.0771 -0.5742 -1.0823  0.18
H6 -2.8583 0.3904 0.6059  0.14

Atomic forces in eV per Å
C -1.701 0.418 -2.374
C 5.098 0.008 1.687
C -3.634 0.430 -0.206
C 0.238 -2.255 0.616
N 1.005 -0.157 -0.939
N -0.060 -0.845 0.916
O -1.304 1.031 0.250
H 1.248 -0.525 0.983
H -0.101 1.020 -1.403
H -2.010 1.099 0.359
H 1.501 0.105 0.431
H -1.922 0.432 -0.285
H 1.643 -0.760 -0.034

5.
Below is 2 unconnected molecules or ions with the total composition C4H6N2O at a distorted geometry, with properties calculated with the ωB97M-V functional and the def2-TZVPD basis.

Values from the calculation:
- HOMO level (eV) = -9.751
- relative energy (zero: lowest compared OMol25 entry of this formula, charge and spin) (eV) = 2.534
- SMILES string = C=C1N=CC=N1.O

Last column: Löwdin charge in e.
Cartesian coordinates (Å):
C1 2.3700 0.8314 -0.3798  -0.15
C2 1.3005 1.6756 0.2223  -0.11
C3 0.5816 -0.3216 -0.2287  -0.41
C4 -0.2372 -1.3862 -0.4597  0.17
N1 1.9249 -0.3103 -0.7331  0.09
N2 0.2840 0.9112 0.3603  0.07
O1 -2.9776 -0.9517 0.6324  -0.06
H1 3.4137 1.1382 -0.4199  0.10
H2 1.2915 2.7477 0.5612  0.12
H3 -2.8786 -0.0403 0.3864  0.03
H4 -1.2241 -1.1174 -0.0316  0.04
H5 -0.1435 -2.1405 -1.1682  0.06
H6 -3.7052 -1.0361 1.2585  0.05

Atomic forces in eV per Å
C 0.742 1.234 0.112
C 0.269 -0.311 0.386
C 1.190 -1.610 -1.825
C -1.271 4.649 1.932
N -0.061 -0.237 0.625
N -1.925 0.168 0.551
O -0.416 -0.897 0.243
H -0.156 -0.146 -0.497
H 0.203 -1.331 -0.428
H -0.197 0.799 0.076
H 0.712 -1.277 -0.378
H 0.808 -1.342 -0.670
H 0.103 0.301 -0.127

6.
Below is a single C4H6N2O molecule at a distorted geometry, with properties calculated with the ωB97M-V functional and the def2-TZVPD basis.

Values from the calculation:
- HOMO level (eV) = -7.369
- relative energy (zero: lowest compared OMol25 entry of this formula, charge and spin) (eV) = 1.854
- SMILES string = Nc1ccc(O)[nH]1

Last column: Löwdin charge in e.
Cartesian coordinates (Å):
N1 -2.2958 -0.4219 0.2550  0.09
C1 -0.9513 -0.0736 0.0648  -0.39
C2 -0.3543 1.1424 0.0419  -0.05
C3 1.0744 0.9360 -0.0949  -0.04
C4 1.2456 -0.3943 -0.2382  -0.43
O1 2.2984 -1.2043 -0.4957  0.07
N2 0.0336 -1.0950 -0.0279  0.11
H1 -2.6566 -1.0629 -0.4445  0.08
H2 -2.8787 0.4073 0.2793  0.08
H3 -0.8489 2.1021 0.1103  0.10
H4 1.8386 1.6969 -0.1058  0.10
H5 3.1108 -0.7390 -0.2719  0.11
H6 0.3842 -1.2939 0.9278  0.17

Atomic forces in eV per Å
N 0.046 0.018 -0.025
C 0.167 0.409 0.316
C -0.199 -0.043 0.082
C 0.254 -0.014 -0.314
C 0.107 0.621 -0.524
O 0.254 0.129 0.270
N 0.408 0.214 0.308
H 0.201 0.038 0.107
H 0.079 -0.174 0.044
H 0.020 -0.091 -0.081
H -0.017 0.018 -0.195
H 0.061 0.012 -0.075
H -1.381 -1.137 0.087

7.
Below is a single C4H6N2O molecule, with properties calculated with the ωB97M-V functional and the def2-TZVPD basis.

Values from the calculation:
- HOMO level (eV) = -8.400
- relative energy (zero: lowest compared OMol25 entry of this formula, charge and spin) (eV) = 3.289
- SMILES string = [H]/N=C/C(N)=C=CO

Last column: Löwdin charge in e.
Cartesian coordinates (Å):
N1 -1.9864 0.4033 -0.2506  0.08
C1 -0.6990 -0.1471 -0.1303  -0.35
C2 -0.5348 -1.5487 -0.5761  -0.20
N2 0.5326 -2.1886 -0.3153  0.10
C3 1.3583 1.3359 0.3625  -0.21
O1 2.2539 1.4492 1.3886  0.00
C4 0.3560 0.5049 0.3144  0.04
H1 -2.7292 -0.1281 0.1840  0.08
H2 -2.0242 1.3754 0.0283  0.09
H3 -1.4085 -1.9783 -1.0826  0.11
H4 0.4752 -3.1380 -0.6814  0.05
H5 3.0651 1.8468 1.0499  0.10
H6 1.3378 2.0946 -0.4146  0.12

Atomic forces in eV per Å
N -0.092 0.003 0.279
C 0.223 0.028 0.123
C 0.138 -0.135 0.029
N -0.426 -0.017 -0.196
C -0.547 0.058 -0.058
O 0.038 0.153 0.053
C -0.075 0.122 0.032
H 0.003 -0.022 -0.013
H -0.003 -0.183 0.030
H 0.125 -0.024 -0.056
H 0.010 0.040 -0.038
H -0.204 0.008 0.063
H 0.809 -0.031 -0.249

8.
Below is a single C4H6N2O molecule at a distorted geometry, with properties calculated with the ωB97M-V functional and the def2-TZVPD basis.

Values from the calculation:
- HOMO level (eV) = -10.177
- relative energy (zero: lowest compared OMol25 entry of this formula, charge and spin) (eV) = 3.797
- SMILES string = [H]/N=C1/CO/C1=N\C

Last column: Löwdin charge in e.
Cartesian coordinates (Å):
C1 -0.5889 0.0795 1.6990  -0.07
C2 1.9025 0.1876 -1.3413  0.02
C3 -1.4763 -0.2246 0.5172  -0.29
O1 0.5157 0.3350 0.7679  -0.07
N1 -2.6765 -0.5529 0.3995  0.18
C4 -0.3153 0.1120 -0.3727  -0.38
N2 0.1411 -0.0793 -1.5018  0.14
H1 -2.9501 -0.7122 -0.5698  0.07
H2 -0.8458 0.9673 2.2729  0.12
H3 -0.3787 -0.7658 2.3570  0.13
H4 1.9811 0.9816 -2.0810  0.05
H5 2.4786 0.4689 -0.4615  0.05
H6 2.2125 -0.7972 -1.6854  0.05

Atomic forces in eV per Å
C 0.233 -0.087 -0.171
C -2.479 -0.539 -1.933
C -0.842 0.689 -0.116
O -1.343 0.236 0.367
N 0.050 -0.433 0.143
C 1.809 -0.992 1.884
N 3.219 0.915 -0.068
H 0.081 0.257 -0.038
H -0.071 0.020 0.004
H 0.003 0.065 -0.093
H 0.306 -0.383 -0.193
H -1.141 -0.072 0.490
H 0.174 0.323 -0.276

9.
Below is a single C4H6N2O molecule, with properties calculated with the ωB97M-V functional and the def2-TZVPD basis.

Values from the calculation:
- HOMO level (eV) = -8.665
- relative energy (zero: lowest compared OMol25 entry of this formula, charge and spin) (eV) = 1.642
- SMILES string = COc1cc[nH]n1

Last column: Löwdin charge in e.
Cartesian coordinates (Å):
C1 2.1604 -1.1120 -0.0862  -0.08
O1 1.0826 -0.6205 0.6816  -0.08
C2 0.0175 0.0245 0.1678  -0.40
N1 -0.3126 0.2062 -1.1009  0.10
N2 -1.5301 0.8173 -1.0162  -0.05
C3 -1.9491 0.9917 0.2556  -0.11
C4 -0.9511 0.5281 1.0645  -0.01
H1 2.7455 -1.7160 0.6160  0.09
H2 1.8380 -1.7441 -0.9201  0.09
H3 2.7858 -0.2932 -0.4577  0.09
H4 -2.0829 0.9960 -1.8381  0.14
H5 -2.9330 1.3677 0.4970  0.11
H6 -0.8710 0.5543 2.1366  0.10

Atomic forces in eV per Å
C 0.181 -0.051 -0.218
O -0.065 0.130 0.079
C -0.113 0.025 0.096
N 0.057 -0.161 0.372
N -0.174 -0.080 0.003
C 0.072 -0.049 -0.012
C -0.062 0.032 0.074
H -0.098 0.142 -0.237
H -0.084 0.166 0.075
H -0.124 -0.076 -0.063
H 0.361 -0.118 -0.032
H 0.179 0.162 -0.128
H -0.130 -0.121 -0.008

no.,electronic energy (eV)
1,-9268.746
2,-9270.436
3,-9271.318
4,-9270.870
5,-9270.968
6,-9271.648
7,-9270.213
8,-9269.705
9,-9271.860